# 1
Here is C39H47CuN7P2S as an isolated structure in a non-equilibrium geometry from the OMol25 dataset. Energies are from ωB97M-V/def2-TZVPD.

ORCA input file:
```
! RIJCOSX wB97M-V def2-TZVPD def2/J DEFGRID3
* xyz 2 2
Cu 11.737 9.139 15.358
C 12.391 5.899 18.087
C 12.385 7.189 17.284
N 11.457 7.519 16.451
N 10.455 6.641 16.186
C 9.889 6.768 15.034
N 8.873 5.948 14.678
S 10.352 8.002 13.878
C 13.555 8.086 17.168
C 14.756 8.131 18.115
C 14.902 9.311 18.990
C 14.256 10.402 18.633
C 13.333 10.369 17.470
N 13.050 9.375 16.750
H 11.516 5.307 17.810
H 12.348 5.992 19.137
H 13.262 5.374 17.817
H 8.622 5.196 15.323
H 8.712 5.757 13.710
H 14.826 7.255 18.770
H 15.591 9.343 19.867
H 14.295 11.398 19.133
H 12.880 11.368 17.190
N 8.119 10.205 14.437
C 8.294 11.472 13.655
C 8.049 12.621 14.593
C 9.182 12.730 15.646
N 9.154 11.481 16.569
C 10.572 12.920 15.071
C 10.902 12.029 13.861
N 11.755 10.840 14.231
C 9.723 11.545 12.981
H 7.153 9.846 14.377
H 8.442 10.404 15.420
H 8.793 9.441 14.080
H 7.530 11.367 12.849
H 7.129 12.546 15.113
H 8.076 13.550 14.091
H 9.010 13.562 16.298
H 8.374 11.468 17.212
H 9.948 11.463 17.132
H 11.310 12.750 15.899
H 10.653 13.948 14.808
H 11.614 12.576 13.180
H 12.632 11.199 14.587
H 12.126 10.425 13.378
H 9.953 10.527 12.567
H 9.626 12.245 12.167
C 16.259 9.726 12.010
P 14.598 9.908 12.752
C 14.971 9.258 14.431
C 15.998 9.808 15.326
C 16.392 9.273 16.452
C 15.770 8.010 16.942
C 14.572 7.509 16.052
C 14.380 8.118 14.722
C 14.439 11.711 12.994
C 14.194 12.425 11.809
C 14.068 13.814 11.741
C 14.225 14.565 12.907
C 14.333 13.873 14.135
C 14.388 12.480 14.154
P 16.266 9.990 10.124
C 17.881 9.203 9.664
C 18.945 8.978 10.535
C 20.179 8.510 10.024
C 20.230 8.161 8.722
C 19.180 8.334 7.850
C 17.983 8.868 8.308
C 15.053 8.693 9.658
C 14.006 9.027 8.767
C 13.178 7.975 8.332
C 13.252 6.674 8.925
C 14.339 6.370 9.687
C 15.196 7.403 10.098
H 16.447 8.636 12.116
H 17.055 10.248 12.488
H 16.493 10.683 14.956
H 17.178 9.670 17.111
H 16.577 7.316 17.146
H 14.471 6.372 16.038
H 13.535 7.698 14.158
H 14.023 11.854 10.921
H 13.817 14.238 10.778
H 14.342 15.635 12.948
H 14.315 14.393 15.068
H 14.555 11.936 15.045
H 18.997 9.277 11.585
H 21.039 8.385 10.678
H 21.162 7.674 8.416
H 19.344 8.106 6.800
H 17.163 8.858 7.627
H 13.926 10.039 8.368
H 12.391 8.141 7.651
H 12.579 5.917 8.517
H 14.575 5.426 10.147
H 16.073 7.200 10.684
*
```

- DFT total energy: -125673.7387 eV
- E_LUMO (alpha / beta): -5.43 / -6.10 eV
- Largest force on an atom: 2.52 eV Å⁻¹
- HOMO level (alpha / beta): -11.84 / -11.84 eV

***

# 2
Here is C39H47MnN3P as an isolated structure in a non-equilibrium geometry from the OMol25 dataset. Energies are from ωB97M-V/def2-TZVPD.

ORCA input file:
```
! RIJCOSX wB97M-V def2-TZVPD def2/J DEFGRID3
* xyz 1 2
Mn 0.833 -0.175 0.322
C 1.031 -3.718 0.461
C 1.816 -2.439 0.644
C 1.915 -1.797 1.887
C 1.231 -2.338 3.124
C 2.753 -0.667 2.032
C 2.923 -0.092 3.416
C 3.490 -0.190 0.932
C 4.494 0.934 1.064
C 3.357 -0.821 -0.311
C 4.212 -0.429 -1.488
C 2.485 -1.904 -0.465
C 2.324 -2.551 -1.817
H 0.089 -3.549 -0.060
H 0.805 -4.206 1.403
H 1.607 -4.427 -0.134
H 1.974 -2.740 3.817
H 0.522 -3.128 2.907
H 0.691 -1.554 3.658
H 1.964 0.166 3.869
H 3.548 0.793 3.439
H 3.393 -0.838 4.065
H 5.512 0.536 1.094
H 4.353 1.522 1.959
H 4.433 1.617 0.218
H 5.008 0.259 -1.214
H 3.617 0.037 -2.279
H 4.681 -1.319 -1.915
H 3.043 -3.368 -1.938
H 2.486 -1.838 -2.624
H 1.326 -2.968 -1.939
C -2.651 -5.012 -2.970
C -3.354 -4.557 -1.864
C -2.911 -3.442 -1.160
C -1.764 -2.773 -1.571
C -1.052 -3.243 -2.677
C -1.495 -4.354 -3.376
P -1.146 -1.257 -0.769
C -2.397 -0.946 0.536
C -3.649 -0.374 0.329
C -4.508 -0.158 1.401
C -4.131 -0.521 2.688
C -2.892 -1.111 2.905
C -2.033 -1.316 1.832
C -1.398 -0.010 -2.072
C -2.516 0.023 -2.870
C -2.660 1.021 -3.857
C -1.663 1.935 -4.053
C -0.472 1.894 -3.285
C 0.591 2.803 -3.521
C 1.732 2.719 -2.782
C 1.851 1.743 -1.759
C 0.860 0.838 -1.477
C -0.331 0.913 -2.265
H -3.003 -5.878 -3.516
H -4.253 -5.069 -1.542
H -3.459 -3.104 -0.291
H -0.164 -2.714 -3.010
H -0.942 -4.708 -4.239
H -3.959 -0.084 -0.668
H -5.479 0.293 1.229
H -4.806 -0.349 3.519
H -2.596 -1.412 3.903
H -1.064 -1.775 2.000
H -3.287 -0.735 -2.764
H -3.555 1.045 -4.469
H -1.758 2.696 -4.822
H 0.484 3.553 -4.299
H 2.548 3.411 -2.964
H 2.767 1.741 -1.177
C -1.468 5.007 1.066
N -1.457 3.557 0.848
C -2.532 3.009 0.031
C -0.460 2.738 1.229
N -0.452 1.480 0.894
N 0.509 3.333 2.072
C 1.864 2.881 1.868
C 0.094 3.278 3.480
H -1.503 5.524 0.104
H -0.574 5.310 1.592
H -2.346 5.295 1.647
H -3.281 3.779 -0.122
H -3.009 2.164 0.531
H -2.164 2.679 -0.947
H -1.254 1.276 0.318
H 1.977 1.814 2.036
H 2.504 3.405 2.579
H 2.195 3.117 0.858
H -0.918 3.671 3.587
H 0.767 3.895 4.078
H 0.107 2.252 3.872
*
```

- DFT total energy: -86279.4947 eV
- E_LUMO (alpha / beta): -1.97 / -2.04 eV
- Largest force on an atom: 1.50 eV Å⁻¹
- HOMO level (alpha / beta): -10.14 / -10.14 eV

***

# 3
Here is C39H48MgN6O6Se as an isolated structure in a non-equilibrium geometry from the OMol25 dataset. Energies are from ωB97M-V/def2-TZVPD.

ORCA input file:
```
! RIJCOSX wB97M-V def2-TZVPD def2/J DEFGRID3
* xyz 0 1
Mg -0.093 0.154 -0.067
C 6.690 1.030 1.941
C 5.753 1.018 3.147
C 5.825 2.389 3.832
C 6.235 -0.065 4.123
C 4.313 0.725 2.744
C 3.916 0.525 1.467
C 2.542 0.282 1.161
N 2.017 0.107 -0.045
C 2.538 -0.045 -1.254
C 3.895 -0.346 -1.586
C 4.295 -0.444 -2.875
C 3.321 -0.197 -3.904
C 2.002 0.049 -3.691
C 1.532 0.062 -2.319
O 0.319 0.192 -2.031
C 1.009 0.275 -4.824
C 0.330 1.641 -4.651
C -0.049 -0.839 -4.821
C 1.698 0.263 -6.189
C 5.737 -0.835 -3.205
C 6.703 0.145 -2.525
C 6.008 -2.251 -2.682
C 6.020 -0.817 -4.708
C 1.524 0.302 2.219
O 0.315 0.109 1.927
C 1.973 0.528 3.577
C 3.310 0.694 3.766
C 1.054 0.593 4.807
C -0.448 0.517 4.512
C 1.299 1.923 5.537
C 1.408 -0.570 5.743
H 7.707 1.242 2.273
H 6.411 1.799 1.219
H 6.702 0.065 1.431
H 6.853 2.611 4.122
H 5.212 2.426 4.732
H 5.481 3.176 3.160
H 7.274 0.116 4.401
H 6.169 -1.054 3.667
H 5.645 -0.077 5.039
H 4.620 0.616 0.660
H 4.588 -0.571 -0.791
H 3.667 -0.231 -4.925
H -0.216 1.703 -3.714
H -0.370 1.806 -5.472
H 1.070 2.443 -4.674
H -0.590 -0.873 -3.880
H 0.421 -1.813 -4.989
H -0.758 -0.669 -5.633
H 2.451 1.048 -6.273
H 0.950 0.437 -6.963
H 2.174 -0.697 -6.402
H 6.609 0.114 -1.440
H 6.511 1.169 -2.848
H 7.735 -0.106 -2.776
H 5.866 -2.309 -1.602
H 7.034 -2.547 -2.904
H 5.335 -2.973 -3.148
H 5.862 0.171 -5.140
H 5.398 -1.532 -5.248
H 7.061 -1.091 -4.882
H 3.653 0.853 4.781
H -0.774 1.294 3.825
H -0.979 0.645 5.458
H -0.736 -0.442 4.088
H 1.078 2.767 4.883
H 2.327 2.024 5.884
H 0.648 1.989 6.410
H 1.260 -1.529 5.243
H 0.770 -0.546 6.627
H 2.446 -0.523 6.075
C -3.626 -1.827 -0.284
C -3.399 -0.362 -0.173
N -2.233 0.253 -0.097
C -2.514 1.605 -0.047
C -3.856 1.792 -0.091
N -4.402 0.536 -0.155
C -4.749 2.977 -0.096
O -4.154 4.143 -0.124
O -5.948 2.807 -0.104
C -1.419 2.621 0.020
O -1.766 3.812 0.090
O -0.257 2.150 0.010
H -2.670 -2.340 -0.342
H -4.197 -2.062 -1.182
H -4.177 -2.207 0.578
H -5.399 0.378 -0.207
H -3.144 4.027 -0.192
Se 1.025 -4.218 -2.916
N 0.619 -5.309 -1.577
C 0.254 -4.537 -0.569
C -0.147 -5.004 0.723
C -0.468 -4.067 1.642
C -0.407 -2.672 1.307
N -0.062 -2.195 0.150
C 0.280 -3.121 -0.813
N 0.667 -2.745 -2.014
H -0.175 -6.064 0.928
H -0.772 -4.337 2.643
H -0.664 -1.936 2.060
*
```

- DFT total energy: -133245.2443 eV
- E_LUMO: -1.80 eV
- Largest force on an atom: 1.28 eV Å⁻¹
- HOMO level: -7.28 eV

***

# 4
Here is a 9-piece molecular cluster, C39H49ClNO28P overall from the OMol25 dataset. Energies are from ωB97M-V/def2-TZVPD.

ORCA input file:
```
! RIJCOSX wB97M-V def2-TZVPD def2/J DEFGRID3
* xyz 0 1
C 0.829 -1.654 0.162
C -0.419 -1.462 -0.733
C -0.498 -0.043 -1.256
C 0.574 0.379 -2.050
C 0.653 1.650 -2.618
P 2.095 2.065 -3.653
N 3.039 3.130 -3.071
O 1.585 2.350 -5.150
O 2.822 0.614 -3.778
C -0.366 2.558 -2.299
C -1.465 2.143 -1.533
C -1.564 0.839 -1.017
C -2.770 0.374 -0.232
C -3.763 -0.433 -1.094
C -3.626 -0.264 -2.600
Cl -5.453 -0.022 -0.630
C -2.531 3.173 -1.266
O -3.707 2.899 -1.185
C -2.049 4.578 -1.129
C -0.965 4.961 -1.800
C -0.304 3.993 -2.718
O 0.221 4.356 -3.744
H 1.178 -0.673 0.500
H 1.653 -2.110 -0.389
H 0.608 -2.234 1.056
H -1.318 -1.779 -0.213
H -0.301 -2.098 -1.617
H 1.384 -0.321 -2.209
H 3.243 3.871 -3.731
H 0.835 1.805 -5.418
H 2.159 -0.036 -4.050
H -2.439 -0.267 0.587
H -3.276 1.226 0.215
H -3.661 -1.493 -0.853
H -4.409 -0.850 -3.086
H -2.666 -0.656 -2.944
H -3.748 0.780 -2.896
H -2.607 5.258 -0.495
H -0.586 5.973 -1.737
C -2.023 -0.973 4.918
C -1.612 0.065 3.892
O -1.117 -0.760 2.827
C -1.721 -1.970 2.919
O -1.678 -2.792 2.057
O -2.358 -2.097 4.091
H -2.888 -0.670 5.502
H -1.212 -1.250 5.589
H -2.461 0.642 3.523
H -0.833 0.737 4.236
C 2.929 6.309 -1.944
C 3.358 7.765 -1.936
O 2.161 8.432 -1.513
C 1.398 7.551 -0.835
O 0.408 7.825 -0.235
O 1.899 6.301 -0.947
H 3.710 5.609 -1.664
H 2.489 6.006 -2.895
H 4.145 7.965 -1.206
H 3.659 8.140 -2.910
C 2.562 -0.952 4.432
C 2.982 0.507 4.419
O 1.855 1.140 5.047
C 1.217 0.228 5.809
O 0.326 0.493 6.555
O 1.695 -1.006 5.578
H 3.385 -1.647 4.566
H 1.984 -1.229 3.549
H 3.867 0.694 5.027
H 3.125 0.919 3.424
C -2.208 -4.554 -1.531
C -3.650 -5.027 -1.566
O -4.167 -4.329 -2.705
C -3.139 -4.015 -3.526
O -3.254 -3.576 -4.622
O -1.955 -4.255 -2.910
H -1.506 -5.306 -1.183
H -2.087 -3.642 -0.944
H -3.731 -6.099 -1.747
H -4.221 -4.760 -0.681
C 0.014 3.914 7.239
C 1.489 3.580 7.333
O 2.078 4.865 7.561
C 1.140 5.680 8.101
O 1.355 6.753 8.555
O -0.080 5.091 8.047
H -0.634 3.138 7.634
H -0.290 4.163 6.220
H 1.710 2.935 8.186
H 1.892 3.139 6.429
C -6.485 -1.015 6.163
C -6.429 0.477 5.890
O -5.484 0.549 4.816
C -5.464 -0.648 4.179
O -4.907 -0.858 3.152
O -6.155 -1.569 4.886
H -7.464 -1.369 6.474
H -5.734 -1.335 6.887
H -7.383 0.874 5.541
H -6.074 1.066 6.731
C 4.406 -2.191 -5.298
C 4.887 -1.377 -6.484
O 5.288 -2.401 -7.403
C 4.628 -3.539 -7.101
O 4.620 -4.522 -7.766
O 3.975 -3.406 -5.920
H 3.578 -1.735 -4.766
H 5.207 -2.420 -4.594
H 4.088 -0.791 -6.940
H 5.729 -0.729 -6.260
C 4.644 -7.748 -4.678
C 3.699 -6.835 -5.436
O 2.421 -7.409 -5.125
C 2.524 -8.095 -3.966
O 1.610 -8.538 -3.352
O 3.824 -8.204 -3.597
H 5.522 -7.243 -4.286
H 4.955 -8.611 -5.270
H 3.719 -5.810 -5.066
H 3.857 -6.827 -6.510
*
```

- DFT total energy: -121871.3160 eV
- E_LUMO: -1.11 eV
- Largest force on an atom: 0.47 eV Å⁻¹
- Structure (SMILES): CCc1cc(P(=N)(O)O)c2c(c1C[C@H](C)Cl)C(=O)C=CC2=O.O=C1OCCO1.O=C1OCCO1.O=C1OCCO1.O=C1OCCO1.O=C1OCCO1.O=C1OCCO1.O=C1OCCO1.O=C1OCCO1
- HOMO level: -9.49 eV